[1]
Below is C31H21Cl5N5O3Rh as an isolated structure, with properties calculated with the ωB97M-V functional and the def2-TZVPD basis.

Results
Molar mass, g mol⁻¹: 791.71
Relative energy (zero: lowest compared OMol25 entry of this formula, charge and spin), kcal/mol: 34.1
Orbital gap, eV: 6.6527

Cartesian coordinates (Å):
Rh: -0.377 0.049 -0.047
C: -3.712 1.539 2.378
O: -3.049 1.942 3.570
C: -1.690 2.038 3.665
C: -1.232 2.591 4.839
C: 0.134 2.762 5.092
C: 1.035 2.388 4.134
C: 0.597 1.812 2.925
C: 1.600 1.435 1.976
N: 1.469 0.747 0.903
N: 2.635 0.439 0.242
C: 2.418 -0.195 -0.852
O: 1.257 -0.512 -1.303
C: 3.605 -0.592 -1.658
C: 4.845 -0.790 -1.060
C: 5.912 -1.254 -1.813
C: 5.753 -1.506 -3.169
C: 4.523 -1.284 -3.774
C: 3.449 -0.834 -3.019
C: -0.770 1.603 2.668
O: -1.199 1.048 1.581
H: -4.773 1.629 2.605
H: -3.479 0.511 2.108
H: -3.465 2.188 1.539
H: -1.974 2.900 5.564
H: 0.464 3.186 6.031
H: 2.099 2.517 4.300
H: 2.622 1.729 2.213
H: 4.952 -0.579 -0.005
H: 6.870 -1.429 -1.339
H: 6.585 -1.876 -3.755
H: 4.397 -1.469 -4.833
H: 2.483 -0.664 -3.475
N: -1.918 -3.039 -0.021
C: -1.428 -2.570 1.187
C: -2.087 -2.999 2.343
C: -1.595 -2.636 3.573
C: -0.430 -1.881 3.629
C: 0.157 -1.510 2.445
N: -0.335 -1.804 1.224
C: -1.661 -2.659 -1.328
C: -2.069 -3.526 -2.348
C: -1.833 -3.178 -3.655
C: -1.202 -1.968 -3.930
C: -0.851 -1.168 -2.871
N: -1.076 -1.502 -1.589
H: -2.560 -3.808 0.069
H: -2.971 -3.617 2.254
H: -2.101 -2.944 4.478
H: 0.011 -1.581 4.568
H: 1.077 -0.948 2.446
H: -2.548 -4.464 -2.095
H: -2.125 -3.841 -4.459
H: -0.991 -1.654 -4.941
H: -0.365 -0.216 -3.026
Cl: 1.716 2.729 -1.366
C: 0.053 2.659 -1.813
C: -0.779 1.679 -1.281
C: -2.116 1.728 -1.679
Cl: -3.204 0.578 -0.979
C: -2.615 2.651 -2.588
Cl: -4.270 2.619 -3.057
C: -1.752 3.603 -3.115
Cl: -2.332 4.757 -4.251
C: -0.421 3.618 -2.715
Cl: 0.637 4.821 -3.339

***

[2]
Below is C31H21N5O8PRhSe2 as an isolated structure, with properties calculated with the ωB97M-V functional and the def2-TZVPD basis.

Results
Molar mass, g mol⁻¹: 883.34
2S+1: 5
Relative energy (zero: lowest compared OMol25 entry of this formula, charge and spin), kcal/mol: 0.0
<S²>: 6.02
Orbital gap (alpha / beta), eV: 6.5940 / 6.5511

Cartesian coordinates (Å):
Rh: -0.348 -0.574 0.858
O: 3.408 1.067 0.564
C: 2.276 0.670 0.429
N: 1.657 -0.366 1.097
C: 2.273 -1.047 2.128
O: 3.445 -1.059 2.410
C: 1.281 -1.834 2.962
C: 1.733 -2.566 4.045
C: 0.811 -3.239 4.826
C: -0.534 -3.151 4.501
C: -0.906 -2.403 3.399
N: -0.017 -1.766 2.638
C: 1.352 1.355 -0.562
C: 1.840 2.384 -1.348
C: 0.979 3.011 -2.232
C: -0.338 2.584 -2.305
C: -0.751 1.547 -1.488
N: 0.077 0.950 -0.631
H: 2.795 -2.576 4.245
H: 1.133 -3.819 5.681
H: -1.292 -3.646 5.091
H: -1.945 -2.298 3.113
H: 2.878 2.665 -1.233
H: 1.327 3.827 -2.852
H: -1.047 3.052 -2.974
H: -1.771 1.189 -1.504
Se: -2.678 -0.534 0.739
P: -0.024 -2.304 -0.853
Se: 2.164 -2.663 -0.836
C: -0.461 -1.696 -2.512
C: 0.437 -0.995 -3.311
C: 0.005 -0.403 -4.490
C: -1.324 -0.497 -4.874
C: -2.225 -1.196 -4.080
C: -1.797 -1.793 -2.904
C: -0.771 -3.958 -0.807
C: -1.605 -4.289 0.254
C: -2.185 -5.550 0.320
C: -1.927 -6.480 -0.673
C: -1.093 -6.154 -1.738
C: -0.518 -4.897 -1.807
H: 1.475 -0.913 -3.013
H: 0.712 0.137 -5.107
H: -1.658 -0.033 -5.793
H: -3.263 -1.278 -4.376
H: -2.506 -2.337 -2.289
H: -1.801 -3.556 1.027
H: -2.837 -5.802 1.146
H: -2.377 -7.463 -0.624
H: -0.894 -6.882 -2.513
H: 0.122 -4.639 -2.642
O: -2.282 2.072 1.164
C: -1.160 2.168 1.698
O: -0.517 1.269 2.303
C: -0.412 3.476 1.495
C: -0.853 4.377 0.539
C: -0.071 5.480 0.251
C: 1.119 5.746 0.901
C: 1.513 4.837 1.863
C: 0.785 3.702 2.164
N: 2.783 5.084 2.580
O: 3.054 4.350 3.504
O: 3.466 6.011 2.196
N: -0.494 6.389 -0.830
O: -1.408 6.022 -1.542
O: 0.107 7.435 -0.954
H: -1.780 4.196 0.015
H: 1.716 6.613 0.664
H: 1.146 2.988 2.889

***

[3]
Below is C31H22Cl3IN2O3PSV as an isolated structure, with properties calculated with the ωB97M-V functional and the def2-TZVPD basis.

Results
Molar mass, g mol⁻¹: 817.78
Total charge: +2
Relative energy (zero: lowest compared OMol25 entry of this formula, charge and spin), kcal/mol: 19.4
Orbital gap, eV: 6.2025

Cartesian coordinates (Å):
V: 0.317 -1.504 0.334
S: 0.907 -0.706 2.495
C: 2.407 -0.611 1.621
C: 3.669 -0.345 2.146
C: 4.748 -0.400 1.293
C: 4.569 -0.724 -0.059
C: 3.305 -0.973 -0.517
N: 2.247 -0.881 0.314
H: 3.776 -0.130 3.199
H: 5.743 -0.210 1.671
H: 5.411 -0.804 -0.731
H: 3.110 -1.262 -1.541
O: 0.617 -2.264 -1.647
C: 0.422 -1.080 -1.603
C: 0.306 0.061 -2.455
C: 0.468 0.046 -3.845
C: 0.336 1.246 -4.516
C: 0.059 2.422 -3.814
C: -0.099 2.427 -2.431
C: 0.015 1.231 -1.745
P: -0.092 0.965 0.056
C: -1.784 1.334 0.570
C: -2.125 1.229 1.922
C: -3.430 1.455 2.326
C: -4.407 1.766 1.387
C: -4.077 1.852 0.042
C: -2.769 1.636 -0.369
C: 1.038 2.199 0.723
C: 0.708 2.995 1.819
C: 1.610 3.946 2.273
C: 2.832 4.112 1.637
C: 3.156 3.333 0.533
C: 2.263 2.379 0.076
H: 0.695 -0.874 -4.368
H: 0.457 1.281 -5.590
H: -0.030 3.352 -4.360
H: -0.300 3.352 -1.905
H: -1.372 0.981 2.661
H: -3.685 1.393 3.375
H: -5.425 1.947 1.706
H: -4.835 2.097 -0.690
H: -2.527 1.713 -1.422
H: -0.247 2.894 2.313
H: 1.349 4.565 3.120
H: 3.527 4.861 1.991
H: 4.099 3.476 0.023
H: 2.516 1.794 -0.800
I: -4.952 -1.866 -2.766
C: -3.811 -2.001 -1.042
C: -4.371 -2.368 0.179
C: -3.566 -2.421 1.306
C: -2.229 -2.109 1.182
N: -1.691 -1.750 0.003
C: -2.465 -1.704 -1.092
H: -5.422 -2.615 0.246
H: -3.964 -2.714 2.267
H: -1.560 -2.171 2.036
H: -2.000 -1.419 -2.025
Cl: 1.512 -6.634 -0.642
C: 0.676 -5.448 0.323
Cl: 0.500 -5.992 1.993
Cl: -0.936 -5.127 -0.383
C: 1.460 -4.112 0.346
O: 2.538 -3.970 -0.145
O: 0.804 -3.151 0.999

***

[4]
Below is a 4-piece molecular cluster, C31H22F13N2O6 overall, with properties calculated with the ωB97M-V functional and the def2-TZVPD basis.

Results
Molar mass, g mol⁻¹: 765.50
Total charge: +1
Orbital gap, eV: 7.7052

Cartesian coordinates (Å):
F: -0.374 0.142 0.594
C: -1.212 1.269 0.822
F: -0.454 2.125 1.686
F: -1.459 2.025 -0.338
C: -2.548 0.903 1.663
F: -3.272 2.136 1.767
F: -2.077 0.521 2.962
C: -3.457 -0.217 0.967
F: -3.603 0.151 -0.424
F: -2.720 -1.432 0.995
C: -4.949 -0.350 1.542
F: -5.804 0.614 0.916
F: -4.910 0.053 2.924
C: -5.549 -1.835 1.535
F: -6.863 -1.727 2.111
F: -4.834 -2.693 2.438
C: -5.751 -2.483 0.081
F: -5.881 -1.523 -0.975
F: -7.024 -3.166 0.124
C: -4.677 -3.647 -0.269
C: -4.296 -3.667 -1.853
N: -3.244 -2.613 -2.080
C: -2.438 -2.831 -3.350
C: -0.960 -2.396 -3.289
C: -0.124 -2.571 -4.612
C: -0.894 -3.163 -5.849
C: -2.381 -3.534 -5.630
N: -3.156 -3.386 -4.443
H: -3.752 -3.623 0.398
H: -5.185 -4.666 -0.065
H: -3.958 -4.729 -2.142
H: -5.245 -3.443 -2.444
H: -2.604 -2.488 -1.275
H: -3.715 -1.690 -2.231
H: -0.483 -1.960 -2.353
H: 0.978 -2.249 -4.671
H: -0.371 -3.300 -6.861
H: -2.937 -3.954 -6.549
C: 1.420 2.897 -1.266
C: 2.272 3.666 -0.586
C: 3.732 3.552 -0.787
O: 4.511 4.251 -0.166
C: 4.211 2.556 -1.769
C: 3.358 1.788 -2.448
C: 1.898 1.901 -2.248
O: 1.117 1.200 -2.869
H: 0.349 2.966 -1.131
H: 1.939 4.400 0.137
H: 5.283 2.487 -1.904
H: 3.692 1.053 -3.171
C: 5.321 4.421 3.677
C: 4.269 4.409 2.857
C: 2.888 4.447 3.383
O: 1.925 4.435 2.634
C: 2.717 4.500 4.850
C: 3.769 4.511 5.670
C: 5.151 4.473 5.145
O: 6.111 4.485 5.892
H: 6.339 4.392 3.310
H: 4.375 4.372 1.778
H: 1.699 4.528 5.217
H: 3.662 4.548 6.747
C: 1.960 -1.565 0.710
C: 2.819 -0.801 1.385
C: 4.277 -0.909 1.166
O: 5.061 -0.215 1.783
C: 4.744 -1.896 0.169
C: 3.884 -2.659 -0.507
C: 2.426 -2.550 -0.287
O: 1.638 -3.246 -0.905
H: 0.891 -1.500 0.858
H: 2.492 -0.073 2.119
H: 5.815 -1.962 0.020
H: 4.209 -3.387 -1.240